## i
The following is a DFT calculation (wB97M-V/def2-TZVPD) of one molecule with the formula C4H8FN.

```
14
Properties=species:S:1:pos:R:3
C -1.989 -0.448 -0.021
C -0.109 1.210 -0.160
C 0.574 -0.018 0.345
C 1.771 -0.509 -0.285
H -1.730 -0.239 1.215
H -2.075 -1.484 -0.175
H -2.583 0.344 -0.347
H 0.331 1.824 -0.782
H -0.538 1.780 0.798
H 0.192 -0.522 1.314
H 2.013 -1.699 -0.060
H 1.710 -0.075 -1.284
N -0.661 -0.216 -0.581
F 3.093 0.052 0.022
```

Summary:
Lowest unoccupied orbital energy (eV): 1.1
Net charge: 0

## ii
The following is a DFT calculation (wB97M-V/def2-TZVPD) of one molecule with the formula C4H8FN.

```
14
Properties=species:S:1:pos:R:3
C 0.831 0.859 -1.165
C -0.171 -0.081 -0.533
C 0.288 -1.222 0.362
C -0.965 0.408 0.689
H 1.711 1.078 -0.477
H 1.255 0.385 -2.046
H -0.891 -0.472 -1.279
H 1.357 -1.127 0.762
H 0.177 -2.219 -0.119
H -0.378 -0.702 2.288
H -2.005 0.695 0.445
H -0.448 1.289 1.143
N -0.821 -0.888 1.352
F 0.060 1.995 -1.422
```

Summary:
Lowest unoccupied orbital energy (eV): 1.1
Net charge: 0

Most stable structure: ii

## i
The following is a DFT calculation (wB97M-V/def2-TZVPD) of a 2-piece molecular cluster, C3H9NO3 overall.

```
16
Properties=species:S:1:pos:R:3
O 0.008 -0.402 3.542
C -0.416 -0.605 2.430
O -1.777 -0.386 2.160
C 0.542 -0.738 1.233
C -0.304 -0.501 0.048
N 1.134 -2.162 1.551
H -2.147 -0.185 3.107
H 1.336 0.077 1.447
H 0.075 -0.781 -0.909
H -0.413 0.658 0.050
H -1.163 -1.091 0.211
H 1.155 -2.834 0.768
H 0.484 -2.592 2.286
H 0.900 3.177 -5.936
H -0.204 4.216 -5.939
O 0.790 4.148 -6.048
```

Summary:
Lowest unoccupied orbital energy (eV): 0.5
Net charge: 0

## ii
The following is a DFT calculation (wB97M-V/def2-TZVPD) of a 2-piece molecular cluster, C3H9NO3 overall.

```
16
Properties=species:S:1:pos:R:3
O 1.681 2.582 1.099
C 0.841 2.322 0.255
C -0.561 1.830 0.718
N -1.211 1.278 -0.544
C -0.557 0.027 -0.913
O -0.783 -1.081 -0.081
H 1.066 2.515 -0.778
H -1.221 2.417 1.187
H -0.519 1.183 1.537
H -2.226 1.177 -0.227
H -1.336 -0.328 -1.759
H 0.470 0.150 -1.189
H -0.463 -0.808 0.787
H 1.365 -3.803 -0.461
H 1.799 -4.787 0.656
O 1.656 -4.675 -0.286
```

Summary:
Lowest unoccupied orbital energy (eV): 0.5
Net charge: 0

Most stable structure: i